1:
DFT (ωB97M-V/def2-TZVPD) results for a structure of composition C17H22N2O4.

Properties
Highest occupied orbital energy (eV): -8.7
HOMO-LUMO gap (eV): 8.969

Structure (ORCA input):
```
! RIJCOSX wB97M-V def2-TZVPD def2/J DEFGRID3
* xyz 0 1
C -1.75735 -2.48686 1.77228
O -0.88262 -2.45446 0.51026
C 0.35916 -1.74754 0.53896
C 0.77012 -1.30865 1.69930
C 1.96726 -0.81596 1.58491
C 2.64772 -0.64081 0.63443
C 2.11992 -1.27066 -0.40284
C 0.95372 -1.76252 -0.73036
O 0.61012 -2.29373 -1.91695
C -0.63313 -2.65411 -2.17364
H -0.70823 -2.63709 -3.21150
H -1.16344 -3.37305 -1.71760
H -1.30033 -1.92912 -2.10572
H 2.78558 -1.01182 -1.45591
C 3.93102 0.28260 0.41454
H 4.20013 0.47547 1.68728
H 4.78562 -0.36823 0.06584
C 3.58073 1.57433 -0.09941
N 2.36628 2.14813 0.03352
C 1.25039 1.83151 -0.68439
O 1.41403 1.66148 -2.08744
C -0.18208 1.73762 -0.03586
N -0.27195 1.81094 1.16080
O -1.62781 1.44603 1.49191
C -2.17405 1.31860 -0.09764
C -1.17690 1.31476 -0.87321
H -1.37394 0.98686 -1.91937
C -3.58833 0.97217 0.12552
C -4.52076 2.01115 -0.12108
H -4.21019 2.82876 0.52468
H -5.49190 1.92686 -0.25209
H -4.21417 2.34199 -1.36560
C -3.88503 -0.31592 -0.76597
H -4.98305 -0.77291 -0.72973
H -3.74854 -0.13498 -1.81172
H -3.25594 -1.01258 -0.50208
H -3.85944 0.53270 1.01052
H 1.97349 2.06759 1.33314
H 3.66052 1.54310 -1.24652
H 4.20099 2.53906 0.22144
H 2.37346 -0.27337 2.81808
H 0.00952 -1.24066 2.88102
H -1.40972 -3.10332 2.50672
H -2.08750 -1.62353 2.08461
H -2.83874 -2.92926 1.33761
*
```

These are the Löwdin partial charges, in e, on atoms 1 to 4: number 1, C, carries -0.0205; number 2, O, carries -0.1212; number 3, C, carries -0.2125; number 4, C, carries -0.0485

2:
DFT (ωB97M-V/def2-TZVPD) results for the molecule C17H22N2O4.

Properties
Highest occupied orbital energy (eV): -9.0
HOMO-LUMO gap (eV): 8.718
SMILES: CCCCOc1ccc(CC2C(=O)N(C)C(=O)N(C)C2=O)cc1

Structure (ORCA input):
```
! RIJCOSX wB97M-V def2-TZVPD def2/J DEFGRID3
* xyz 0 1
C 7.02915 1.58090 1.57390
C 5.73917 1.12240 0.73366
C 4.81275 2.26832 0.19469
C 3.70776 1.79394 -0.47732
O 2.88367 1.15576 0.51821
C 1.89190 0.41076 -0.02740
C 1.50436 0.41222 -1.28604
C 0.19868 0.03751 -1.84641
C -0.51531 -0.70914 -0.93800
C -1.84678 -1.48657 -1.40133
C -3.01650 -0.41583 -1.19374
C -4.14492 -1.25009 -1.70439
O -4.71365 -1.04075 -2.99630
N -4.84354 -1.71724 -0.68760
C -6.07271 -2.58146 -0.81538
C -4.54282 -1.27343 0.73856
O -4.92960 -2.08231 1.58277
N -3.59529 -0.45556 0.93123
C -3.53502 0.02292 2.38373
C -2.94170 0.27750 0.03502
O -2.52280 1.39895 0.06204
C -0.13517 -0.90728 0.44612
C 1.16319 -0.31735 0.60198
H 7.80012 0.85760 1.92004
H 7.68526 2.38986 1.14460
H 6.78145 2.26487 2.40605
H 6.22875 0.47757 -0.06062
H 5.51486 0.24549 1.28344
H 5.53951 2.99510 -0.35498
H 4.73656 2.74664 1.07352
H 3.11786 2.78281 -0.92246
H 4.19665 0.91459 -1.33679
H 1.93371 1.03075 -2.37329
H -0.10134 0.01536 -2.76849
H -2.14799 -2.09804 -0.60765
H -1.66907 -1.97520 -2.26200
H -2.74886 0.38804 -2.02209
H -6.93152 -2.13232 -0.17302
H -5.80671 -3.51016 -0.46495
H -6.01167 -2.78507 -1.80245
H -2.67640 0.80525 2.26703
H -4.42276 0.75149 2.68150
H -3.38091 -0.80168 2.93899
H -0.73166 -1.35546 1.29580
H 1.51931 -0.25166 1.70980
*
```

These are the Löwdin partial charges, in e, on atoms 1 to 4: number 1, C, carries -0.1296; number 2, C, carries -0.2234; number 3, C, carries -0.2553; number 4, C, carries -0.2596

Which one sits at the bottom of the stability order? 1 does.

1:
DFT (ωB97M-V/def2-TZVPD) results for the molecule C5H6N4.

Properties
Highest occupied orbital energy (spin up / spin down) (eV): -7.4 / -8.0
HOMO-LUMO gap (spin up / spin down) (eV): 6.000 / 6.648

Structure (ORCA input):
```
! RIJCOSX wB97M-V def2-TZVPD def2/J DEFGRID3
* xyz 0 1
C 1.14012 -2.50078 -0.67834
C 1.31961 -1.21352 -1.03069
C -0.01940 -2.47846 0.26575
C 0.34463 -0.43759 -0.33613
C -0.87841 2.81966 0.51726
N -1.65305 0.80073 1.13309
N 0.21052 0.84327 -0.23627
N -0.43094 -1.25325 0.47775
N -0.79980 1.36242 0.48346
H 1.76337 -3.40345 -0.96198
H 2.05087 -0.95231 -1.70766
H -0.42898 -3.40986 0.76117
H -1.76615 3.26924 0.14422
H -0.06086 3.21059 -0.23364
H -0.79152 3.34330 1.40201
*
```

These are the Löwdin partial charges, in e, on atoms 1 to 4: number 1, C, carries -0.0437; number 2, C, carries -0.0372; number 3, C, carries -0.0989; number 4, C, carries -0.3601

2:
DFT (ωB97M-V/def2-TZVPD) results for a structure of composition C5H6N4.

Properties
Highest occupied orbital energy (eV): -7.9
HOMO-LUMO gap (eV): 8.026

Structure (ORCA input):
```
! RIJCOSX wB97M-V def2-TZVPD def2/J DEFGRID3
* xyz 0 1
C -2.03415 -1.51120 0.21580
C -1.89981 -0.15936 -0.39414
C -0.73305 0.29904 -0.11551
C 1.41160 0.49141 -0.23072
C 1.00681 1.81337 0.13271
H -1.22903 -2.11092 1.13514
H -3.05968 -1.89783 0.19743
H -3.00303 0.31730 -0.83116
H 1.66260 2.55531 0.39345
H -0.92776 2.44158 -0.06172
H 3.59521 -1.83363 -0.00962
N 0.41365 -0.34578 -0.50116
N -0.37465 1.67909 0.16959
N 2.66475 -0.26665 -0.14352
N 2.50654 -1.47173 0.04343
*
```

These are the Löwdin partial charges, in e, on atoms 1 to 4: number 1, C, carries 0.0330; number 2, C, carries -0.1422; number 3, C, carries -0.4169; number 4, C, carries -0.3280

Which one sits at the bottom of the stability order? 2 does.

1:
DFT (ωB97M-V/def2-TZVPD) results for the molecule C5H6N4.

Properties
Highest occupied orbital energy (eV): -8.6
HOMO-LUMO gap (eV): 7.899
SMILES: C1=C\N=N/N=C/C/N=C/1

Structure (ORCA input):
```
! RIJCOSX wB97M-V def2-TZVPD def2/J DEFGRID3
* xyz 0 1
C -1.47447 -0.93360 0.34340
C -0.99566 -1.80658 -0.53795
N 0.04679 -1.94250 -1.44710
N 1.06553 -1.24171 -1.78834
N 1.18652 -0.16751 -1.11899
C 1.37478 0.72730 -0.26088
C 0.46164 1.85427 0.37651
N -0.85552 1.44840 0.80644
C -0.69703 0.18668 0.90256
H -2.49238 -0.94500 0.73634
H -1.65767 -2.69104 -0.65385
H 2.49518 0.75691 0.24586
H 1.02346 2.22289 1.27895
H 0.36795 2.63318 -0.30574
H 0.15087 -0.10167 1.42278
*
```

These are the Löwdin partial charges, in e, on atoms 1 to 4: number 1, C, carries -0.0401; number 2, C, carries -0.1695; number 3, N, carries -0.0243; number 4, N, carries 0.0066

2:
DFT (ωB97M-V/def2-TZVPD) results for the molecule C5H6N4.

Properties
Highest occupied orbital energy (eV): -9.4
HOMO-LUMO gap (eV): 9.422

Structure (ORCA input):
```
! RIJCOSX wB97M-V def2-TZVPD def2/J DEFGRID3
* xyz 0 1
C 0.83066 -1.26785 0.36521
C 3.51590 -0.48389 -0.18943
C 0.19936 0.00831 0.33670
C -2.11715 -0.19101 -0.52744
C -1.22828 -0.08986 0.67910
N 1.16896 -2.36991 0.37074
N 2.83803 0.49537 -0.20803
N 0.68422 1.15854 0.02540
N 1.91535 1.40277 -0.36031
H -1.81681 0.63864 -1.17843
H -3.18379 -0.20848 -0.17169
H -1.76026 -0.98295 -1.12204
H -1.48595 -1.10262 1.24826
H -1.67507 0.68252 1.43715
H 2.11484 2.31043 -0.70518
*
```

These are the Löwdin partial charges, in e, on atoms 1 to 4: number 1, C, carries -0.2169; number 2, C, carries 0.0784; number 3, C, carries -0.3197; number 4, C, carries -0.1171

Which one sits at the bottom of the stability order? 1 does.

1:
DFT (ωB97M-V/def2-TZVPD) results for the ion C2H2NO3S with charge -1.

Properties
Highest occupied orbital energy (spin up / spin down) (eV): -3.6 / -3.6
HOMO-LUMO gap (spin up / spin down) (eV): 7.276 / 7.275
SMILES: O=C(O)C(=S)N[O-]

Structure (ORCA input):
```
! RIJCOSX wB97M-V def2-TZVPD def2/J DEFGRID3
* xyz -1 1
O 2.77813 1.65574 -0.20049
C 1.65932 1.19605 -0.04297
O 0.59539 1.91134 0.30030
C 1.34147 -0.22541 -0.08981
S 2.50446 -1.37770 0.08145
N 0.01863 -0.52998 -0.06606
O -1.06204 0.22536 -0.14132
H -0.22491 1.29556 0.20312
H -0.12605 -1.59806 0.07328
*
```

These are the Löwdin partial charges, in e, on atoms 1 to 4: number 1, O, carries 0.0340; number 2, C, carries -0.6061; number 3, O, carries 0.0732; number 4, C, carries -0.7969

2:
DFT (ωB97M-V/def2-TZVPD) results for the ion C2H2NO3S with charge -1.

Properties
Highest occupied orbital energy (eV): -4.7
HOMO-LUMO gap (eV): 8.405

Structure (ORCA input):
```
! RIJCOSX wB97M-V def2-TZVPD def2/J DEFGRID3
* xyz -1 1
C 1.55633 -0.28889 -0.27491
C 1.67930 -1.86909 -0.00394
N 0.15201 0.06541 -0.64188
O 0.61013 -2.37179 0.23585
O 2.81432 -2.33375 -0.11240
O 2.07835 2.29890 0.23072
S 2.63569 0.92975 0.05685
H -0.31723 -0.77055 -0.34051
H -0.07690 0.84790 -0.08927
*
```

These are the Löwdin partial charges, in e, on atoms 1 to 4: number 1, C, carries -0.4495; number 2, C, carries -0.7850; number 3, N, carries 0.0438; number 4, O, carries -0.0156

Which one sits at the bottom of the stability order? 1 does.

1:
DFT (ωB97M-V/def2-TZVPD) results for a cluster of 2 separate species, C3H2ClIO in total.

Properties
Highest occupied orbital energy (spin up / spin down) (eV): -9.1 / -8.8
HOMO-LUMO gap (spin up / spin down) (eV): 7.651 / 7.407

Structure (ORCA input):
```
! RIJCOSX wB97M-V def2-TZVPD def2/J DEFGRID3
* xyz 0 1
C 0.19733 -0.02634 -0.41423
C 0.35639 0.76749 0.57191
C -1.78543 0.02476 -1.90934
O -2.23988 1.04885 -2.27564
Cl -2.14696 -1.42734 -2.59637
I 2.22074 0.37509 1.81638
H 0.59457 -0.90996 -1.01627
H -0.42063 1.51409 0.76141
*
```

These are the Löwdin partial charges, in e, on atoms 1 to 4: number 1, C, carries -0.1103; number 2, C, carries -0.5839; number 3, C, carries -0.7744; number 4, O, carries 0.0027

2:
DFT (ωB97M-V/def2-TZVPD) results for a structure of composition C3H2ClIO.

Properties
Highest occupied orbital energy (eV): -9.6
HOMO-LUMO gap (eV): 8.855

Structure (ORCA input):
```
! RIJCOSX wB97M-V def2-TZVPD def2/J DEFGRID3
* xyz 0 1
C -0.49903 0.78153 0.10613
C -1.29910 0.31957 -0.90776
C -2.34796 -0.66544 -0.59584
O -2.46641 -1.11028 0.51440
Cl -1.14193 0.63959 -2.59744
I -3.71261 -1.17449 -2.16586
H 0.31722 1.47604 -0.20288
H -0.73870 0.38969 1.17674
*
```

These are the Löwdin partial charges, in e, on atoms 1 to 4: number 1, C, carries 0.0557; number 2, C, carries -0.7766; number 3, C, carries -0.8990; number 4, O, carries -0.0031

Which one sits at the bottom of the stability order? 1 does.

1:
DFT (ωB97M-V/def2-TZVPD) results for a structure of composition C2H2NO3.

Properties
Highest occupied orbital energy (spin up / spin down) (eV): -5.5 / -5.5
HOMO-LUMO gap (spin up / spin down) (eV): 9.474 / 9.474

Structure (ORCA input):
```
! RIJCOSX wB97M-V def2-TZVPD def2/J DEFGRID3
* xyz -1 1
C -0.69931 0.86074 -0.90782
C -0.46372 -0.10817 0.40094
N 0.72358 -0.58573 0.75880
O -1.85544 1.22244 -1.03645
O 0.28407 0.95182 -1.62500
O 1.97028 -1.63494 1.36314
H -1.35012 -0.73380 0.82199
H 1.39066 0.02764 0.22441
*
```

These are the Löwdin partial charges, in e, on atoms 1 to 4: number 1, C, carries -0.7568; number 2, C, carries -0.0073; number 3, N, carries -0.0373; number 4, O, carries -0.0369

2:
DFT (ωB97M-V/def2-TZVPD) results for the ion C2H2NO3 with charge -1.

Properties
Highest occupied orbital energy (eV): -4.3
HOMO-LUMO gap (eV): 8.426
SMILES: O=C([O-])[C@H]1NO1

Structure (ORCA input):
```
! RIJCOSX wB97M-V def2-TZVPD def2/J DEFGRID3
* xyz -1 1
O -1.43328 -1.51316 -0.04158
C -1.28818 -0.26338 0.06801
O -2.05714 0.71634 -0.08437
C 0.24979 0.05401 0.38283
N 0.91093 0.48202 -0.79583
O 0.93548 1.24653 0.46019
H 0.78985 -0.88650 0.78168
H 1.89254 0.16414 -0.77093
*
```

These are the Löwdin partial charges, in e, on atoms 1 to 4: number 1, O, carries -0.0975; number 2, C, carries -0.6803; number 3, O, carries -0.0710; number 4, C, carries -0.3531

Which one sits at the bottom of the stability order? 1 does.